Computed, not measured: C26H50AlB2BrCl2F8KLiN2NaO10 as an isolated structure, with the ωB97M-V functional and the def2-TZVPD basis.

charge: -1
highest occupied orbital energy: -4.83 eV
LUMO energy: -0.111 Eh

The geometry in XYZ format:
```
105
Properties=species:S:1:pos:R:3:forces:R:3:lowdin_charge:R:1
C -4.74069 3.69159 -7.37161 -0.323 0.902 0.675 -0.16
C -3.24550 4.31082 -7.11123 -0.802 -1.147 -0.511 -0.41
C -2.09450 3.82294 -8.17247 -0.548 0.559 -0.105 -0.20
C -1.91133 2.19829 -8.30215 1.164 0.097 -0.527 -0.25
C -0.51236 1.62093 -7.62727 0.189 0.245 0.454 -0.20
C -0.76739 0.76322 -6.25115 -0.185 -0.755 -0.445 -0.18
C -0.02438 -0.73179 -6.29009 -1.104 -0.074 0.752 -0.20
C -0.59385 -1.53205 -4.95004 -0.133 -0.066 -0.515 -0.20
C 0.30324 -1.29109 -3.59919 -0.026 0.251 0.095 -0.08
C -0.48326 -0.50630 -2.38073 2.415 0.446 3.855 -0.27
F -0.92749 0.89268 -2.73558 0.033 -2.899 -0.770 -0.07
O 0.46363 -0.19299 -1.26165 -0.594 -1.922 -3.984 -0.07
B -0.29462 0.22827 -0.03107 0.133 -0.611 -0.620 -0.75
C 0.54980 0.08352 1.37303 0.423 -0.641 1.325 -0.12
C -0.19763 0.68967 2.70041 2.010 0.170 0.677 -0.16
F -1.26459 -0.20186 3.26275 1.653 1.647 -1.225 -0.17
O -1.54995 -0.57314 -0.20938 -1.430 -1.127 -1.844 -0.07
C -1.62237 -1.32831 -1.50381 0.358 0.764 1.707 -0.17
C -3.13764 -1.49649 -2.10709 -0.380 0.584 0.420 -0.07
C -3.85638 -2.94395 -1.74880 -0.507 1.165 -1.199 -0.28
O -5.12366 -2.58861 -1.03657 0.319 -0.143 -2.068 -0.14
C -4.34211 -3.77827 -3.10627 -1.196 -0.317 0.791 -0.24
N -3.48970 -4.99361 -3.40517 -0.894 0.095 -1.390 -0.06
H -5.29637 4.25122 -8.26696 1.316 -1.444 1.713 0.08
H -4.78386 2.52675 -7.48531 -0.043 1.900 0.043 0.03
H -5.38391 3.96267 -6.40321 1.385 -0.699 -2.125 0.09
H -3.32686 5.49488 -7.21867 0.119 -2.831 0.088 -0.22
H -2.96243 4.12379 -5.97045 -0.297 0.228 -2.620 0.11
H -2.33940 4.22087 -9.27000 0.305 -0.702 2.409 0.12
H -1.09179 4.38472 -7.85199 -2.025 -1.536 -0.681 0.11
H -1.84657 1.94412 -9.46680 0.104 0.779 1.853 0.07
H -2.84529 1.61732 -7.89595 1.519 1.286 -0.138 0.06
H 0.17391 2.54780 -7.32072 -1.527 -1.917 -1.025 0.10
H 0.07385 0.96847 -8.43601 -1.147 1.337 1.853 0.11
H -1.93038 0.55232 -6.19006 2.281 0.386 0.015 0.11
H -0.50456 1.35962 -5.25570 -0.454 -1.342 -2.203 0.13
H 1.14281 -0.66084 -6.33643 -2.648 -0.288 0.271 0.08
H -0.37958 -1.35258 -7.24534 0.628 1.447 1.757 0.10
H -0.67267 -2.69419 -5.18183 0.245 2.436 0.515 0.11
H -1.69681 -1.14167 -4.79640 2.231 -0.855 -0.141 0.09
H 1.29620 -0.68819 -3.86301 -2.156 -1.166 0.606 0.12
H 0.64009 -2.35760 -3.21206 -0.751 2.421 -0.475 0.13
H -0.35128 1.39419 -0.18883 -0.988 1.377 0.177 0.08
H 0.88970 -1.01103 1.63388 -0.589 1.858 -0.264 0.10
H 1.55277 0.70732 1.23416 -2.031 -1.097 0.475 0.11
H -0.59715 1.79508 2.57577 0.371 -2.504 0.030 0.12
H 0.63587 0.74513 3.55307 -2.073 -0.177 -1.586 0.10
H -1.28118 -2.40331 -1.13037 -0.142 1.933 -1.688 0.16
H -3.78922 -0.62518 -1.62015 1.417 -2.004 -0.939 0.15
H -3.23313 -1.35838 -3.26507 0.605 -0.152 2.022 0.09
H -3.14259 -3.61216 -1.10586 -1.746 1.255 -0.989 0.15
H -5.71893 -2.17939 -1.75788 1.491 -0.889 1.758 0.11
H -4.45202 -3.09369 -4.05507 0.434 -1.138 1.910 0.11
H -5.43160 -4.19120 -2.85279 2.108 1.208 -0.450 0.12
H -3.41301 -5.09458 -4.45734 -0.070 0.107 1.763 0.06
H -4.00839 -5.84481 -3.09189 0.706 1.065 -0.325 0.06
Na -2.97628 0.21826 -9.51383 -0.107 -0.144 0.149 0.77
O 2.46412 0.68946 -6.82001 2.424 1.522 0.958 0.08
C 3.36515 1.21792 -6.17051 -0.879 -2.015 -0.830 -0.49
O 4.51797 0.55208 -5.93395 -0.648 0.248 -0.680 0.02
C 5.70132 1.14699 -5.36848 0.229 -0.305 0.617 -0.22
C 5.64579 1.12610 -3.85406 -0.179 0.081 0.122 -0.04
C 3.16650 2.56752 -5.54661 0.172 0.588 -0.582 -0.01
H 5.86984 2.14960 -5.77066 -0.061 0.117 -0.037 0.10
H 6.54508 0.53391 -5.70505 -0.393 0.044 -0.156 0.13
H 4.80844 1.71754 -3.47412 0.128 -0.001 0.036 0.08
H 6.57162 1.52379 -3.42884 -0.112 -0.056 -0.070 0.09
H 5.50126 0.10346 -3.49049 0.087 0.165 -0.137 0.10
H 2.67196 2.44758 -4.57864 0.021 0.254 -0.077 0.14
H 2.52790 3.16340 -6.20536 -0.854 -0.215 0.271 0.07
H 4.08793 3.13374 -5.42413 0.418 -0.071 0.769 0.05
Cl 1.02220 -2.63321 7.55345 0.460 0.896 -0.622 0.53
C -0.60076 -1.90085 7.56233 -0.797 0.404 0.150 -0.61
C -0.78281 -0.89203 6.43921 0.130 0.036 -0.154 -0.64
Cl 0.20848 0.56855 6.67964 -0.075 -0.260 -0.132 0.65
H -0.76268 -1.44450 8.54392 0.328 0.102 -0.169 0.08
H -1.31778 -2.71911 7.44576 0.025 0.088 -0.168 0.06
H -1.82505 -0.56328 6.40009 0.122 -0.174 0.103 0.08
H -0.52360 -1.32111 5.46645 -0.066 0.091 0.195 0.06
Li 3.96978 3.82028 -7.25365 -0.119 0.051 -0.083 0.88
Br -2.78270 7.06192 -6.36630 0.690 2.228 0.618 -0.31
O -2.86431 3.00421 3.91712 0.125 -0.336 0.020 -0.07
H -2.46191 2.58451 4.69215 -0.062 0.136 -0.248 0.03
H -2.70565 2.37223 3.19990 -0.050 0.135 0.228 0.02
K 0.74120 -4.91119 8.95719 0.410 -0.667 1.031 0.76
B 1.13233 1.48592 10.00635 0.615 -2.120 -1.613 -1.02
O 0.78291 2.87706 9.69918 0.055 0.673 0.927 0.21
C 0.98733 3.59195 10.81386 -1.456 2.979 -3.128 -0.41
O 0.79254 4.79348 10.90177 0.225 -1.247 0.041 0.11
C 1.46254 2.73178 11.86309 1.627 -2.680 3.572 -0.40
O 1.74316 3.07245 13.00084 -0.414 -0.134 -1.268 0.12
O 1.55781 1.47428 11.41012 -0.259 1.200 0.356 0.23
F 2.22084 1.04216 9.14948 -1.589 0.623 0.979 0.05
F -0.02777 0.62682 9.82747 0.984 0.674 0.141 0.04
C 3.91976 -6.34849 13.41971 0.165 0.029 0.207 -0.05
C 3.16795 -6.25474 12.15713 -0.657 0.217 -1.197 -0.23
N 2.57400 -6.18074 11.15957 0.780 -0.154 1.591 0.11
H 4.70828 -7.10666 13.36571 -0.222 0.097 -0.263 0.08
H 4.40130 -5.39873 13.67530 -0.235 0.019 -0.352 0.09
H 3.26943 -6.61753 14.25874 -0.097 0.065 -0.335 0.08
F 2.84791 -1.73801 10.18897 1.420 -0.825 1.541 -0.26
Al 4.09224 -1.90753 11.47991 -0.070 1.107 -0.080 0.10
F 5.00972 -0.36564 11.63550 -1.031 -2.206 -0.155 -0.26
F 5.22544 -3.23974 11.05018 -1.329 1.206 0.546 -0.28
F 3.28577 -2.28679 13.04495 0.973 0.031 -1.790 -0.27
```
Forces are in eV/Å.

Computed, not measured: CH3FOS2 in the gas phase, with the ωB97M-V functional and the def2-TZVPD basis.

energy above the lowest of the compared OMol25 structures with the same formula, charge and spin: 8.3 kJ/mol
SMILES string: C[S@](=O)(F)=S
highest occupied orbital energy: -10.27 eV
LUMO energy: 0.022 Eh

The geometry in XYZ format:
```
8
Properties=species:S:1:pos:R:3:forces:R:3:nbo_charge:R:1
C -0.83822 -0.07814 -0.50299 1.777 3.690 1.212 -0.81
S 0.60567 -0.07536 0.57270 0.071 1.532 -1.422 1.79
O 0.11156 0.47023 1.80078 0.587 -0.535 0.402 -0.88
F 1.27504 1.21459 -0.20986 -0.328 -0.584 0.609 -0.52
S 1.88437 -1.43004 0.34501 -0.361 -0.151 0.379 -0.34
H -0.50117 -0.07877 -1.50601 0.423 0.472 -1.038 0.25
H -1.29733 -0.97919 -0.37706 -2.051 -2.025 0.966 0.24
H -1.23992 0.95668 -0.12256 -0.118 -2.400 -1.107 0.27
```
Forces are in eV/Å.

Computed, not measured: a 3-piece molecular cluster, C3H12O3 overall, with the ωB97M-V functional and the def2-TZVPD basis.

energy above the lowest of the compared OMol25 structures with the same formula, charge and spin: 52.3 kJ/mol
SMILES string: CC(C)O.O.O
highest occupied orbital energy: -10.31 eV
LUMO energy: 0.030 Eh

The geometry in XYZ format:
```
18
Properties=species:S:1:pos:R:3:forces:R:3:nbo_charge:R:1
C -0.27283 -0.59418 1.63344 0.478 -1.241 -0.547 -0.62
C -0.61504 -1.16363 0.22534 0.639 1.605 0.887 0.10
C 0.18298 -0.38919 -0.85385 -0.894 0.223 0.502 -0.63
O -1.97171 -0.83898 -0.03910 -0.402 0.365 -0.550 -0.78
H 0.55374 -1.22456 1.98440 0.143 0.441 0.214 0.20
H -1.08863 -0.75175 2.34505 0.022 0.310 -0.232 0.21
H 0.06763 0.43478 1.55363 -0.275 0.126 0.294 0.21
H -0.32187 -2.21222 0.26612 -0.748 -0.271 -0.475 0.17
H -0.48682 0.42043 -1.17057 0.134 -0.112 0.028 0.23
H 0.36662 -0.98957 -1.73965 0.454 -0.020 0.039 0.21
H 1.04279 0.12258 -0.41404 0.297 -0.552 -0.364 0.21
H -2.66324 -1.48901 0.02149 0.187 -0.917 0.223 0.49
O 6.35287 1.86726 -0.17871 -0.101 -0.014 0.254 -0.93
H 6.77344 2.00765 -1.02282 0.120 -0.073 -0.516 0.47
H 6.74139 2.55207 0.36863 -0.022 0.085 0.263 0.47
O -4.29072 0.57470 -0.75372 -0.812 0.077 -0.226 -0.97
H -3.40522 0.44690 -0.39289 -0.161 -0.057 0.418 0.50
H -4.98366 0.53590 -0.07094 0.940 0.024 -0.211 0.47
```
Forces are in eV/Å.

Computed, not measured: C25H35N5O3 in the gas phase, with the ωB97M-V functional and the def2-TZVPD basis.

energy above the lowest of the compared OMol25 structures with the same formula, charge and spin: 278.7 kJ/mol
SMILES string: Cc1c(C(=O)N2CCCC2)oc2c1-c1nn(CC(=O)NCCCN3CCCCC3)cc1CC2
highest occupied orbital energy: -8.07 eV
LUMO energy: 0.022 Eh

The geometry in XYZ format:
```
68
Properties=species:S:1:pos:R:3:forces:R:3:nbo_charge:R:1
C 2.41553 -0.81466 1.59055 0.121 -0.079 0.133 -0.65
C 0.96966 -1.12161 1.70614 -0.343 -0.716 0.188 0.01
C 0.35868 -2.31606 2.03127 0.796 0.951 -0.318 0.13
C 1.00715 -3.58745 2.37034 -0.184 -0.361 0.138 0.64
O 2.22124 -3.72119 2.25827 0.103 0.191 -0.077 -0.64
N 0.24560 -4.61182 2.81355 0.089 -0.139 0.007 -0.42
C -1.18317 -4.65801 3.04790 -0.669 0.168 0.051 -0.21
C -1.40529 -6.00465 3.73714 0.067 0.007 -0.119 -0.41
C -0.28452 -6.86985 3.16587 0.010 0.138 0.096 -0.41
C 0.87887 -5.88904 3.09975 0.412 -0.244 -0.047 -0.21
O -1.00437 -2.17486 2.00080 -0.287 -0.005 -0.023 -0.40
C -1.26195 -0.90309 1.66948 0.574 0.665 -0.178 0.35
C -0.09240 -0.20803 1.47916 -0.561 -0.762 0.257 -0.13
C -0.19131 1.17870 1.11979 -0.487 0.794 -0.149 0.12
N 0.73507 2.00305 0.65730 0.435 -0.499 0.282 -0.31
N 0.10781 3.15590 0.41226 -0.567 -0.136 0.316 -0.15
C 0.81507 4.24828 -0.18911 0.394 0.331 -0.485 -0.30
C 1.34634 3.88229 -1.59552 -0.080 0.151 0.665 0.68
O 1.12479 4.58423 -2.55867 -0.134 0.321 -0.313 -0.63
N 2.10275 2.77913 -1.58636 0.355 -0.426 0.028 -0.63
C 2.58810 2.16945 -2.80111 0.131 -0.070 -0.284 -0.22
C 2.24689 0.68051 -2.88064 -0.243 0.177 0.060 -0.42
C 0.76691 0.39004 -2.59021 0.151 -0.072 -0.043 -0.22
N -0.10708 1.39769 -3.14968 -0.043 -0.193 0.001 -0.46
C -1.42860 1.40844 -2.55979 -0.091 0.243 0.186 -0.22
C -2.15019 2.69176 -2.96029 -0.173 -0.289 -0.041 -0.41
C -2.27189 2.76417 -4.47807 0.157 0.193 0.095 -0.39
C -0.87873 2.64070 -5.08451 -0.122 -0.226 -0.126 -0.41
C -0.21128 1.35846 -4.59509 0.110 0.278 -0.103 -0.22
C -1.20935 3.08667 0.71190 -0.046 -0.333 0.090 -0.02
C -1.45297 1.81657 1.17814 0.218 0.205 -0.094 -0.12
C -2.67167 1.14473 1.72331 -0.017 0.011 0.080 -0.40
C -2.63780 -0.37024 1.45049 -0.049 -0.199 0.022 -0.44
H 2.61036 0.19094 1.95685 0.059 0.080 -0.010 0.22
H 2.99879 -1.54790 2.13900 0.082 0.060 -0.045 0.26
H 2.71448 -0.85729 0.54327 0.097 0.022 -0.080 0.22
H -1.50756 -3.81942 3.66809 -0.043 -0.122 -0.098 0.21
H -1.72590 -4.61075 2.09639 -0.034 0.009 0.151 0.19
H -2.39695 -6.40713 3.54071 -0.047 0.035 0.053 0.22
H -1.27869 -5.89840 4.81520 -0.022 0.003 0.040 0.20
H -0.06140 -7.73622 3.78430 0.023 -0.056 -0.035 0.22
H -0.54734 -7.21119 2.16392 0.008 -0.036 -0.034 0.20
H 1.61044 -6.11737 2.32233 -0.029 -0.019 0.132 0.23
H 1.41068 -5.83246 4.05691 0.031 -0.062 -0.081 0.19
H 0.14585 5.10464 -0.27947 0.080 -0.160 -0.023 0.24
H 1.67236 4.52155 0.43608 -0.151 -0.003 -0.010 0.22
H 2.09338 2.21593 -0.74005 -0.019 0.188 -0.128 0.43
H 3.67661 2.29207 -2.86175 -0.123 0.022 -0.115 0.19
H 2.12835 2.71566 -3.62687 0.116 -0.052 0.049 0.23
H 2.84877 0.12523 -2.15824 0.066 -0.103 -0.044 0.21
H 2.51960 0.32498 -3.87532 0.100 -0.040 0.009 0.21
H 0.52302 -0.62707 -2.95085 -0.020 0.046 0.083 0.17
H 0.61555 0.39537 -1.50771 -0.030 -0.030 -0.043 0.20
H -1.33087 1.36100 -1.47283 0.029 -0.039 -0.016 0.21
H -2.02559 0.53210 -2.88227 0.018 -0.004 0.027 0.15
H -1.56279 3.54187 -2.61107 0.011 0.074 0.089 0.21
H -3.13427 2.72526 -2.48801 -0.036 0.029 0.041 0.20
H -2.73448 3.70619 -4.77742 -0.065 -0.022 -0.047 0.21
H -2.90465 1.94691 -4.83580 -0.062 -0.008 -0.032 0.19
H -0.27346 3.48922 -4.76211 0.081 0.039 -0.046 0.22
H -0.93065 2.63844 -6.17478 0.026 0.026 -0.036 0.20
H 0.78824 1.27791 -5.02441 0.020 -0.056 -0.024 0.20
H -0.79674 0.47941 -4.93019 0.077 -0.003 0.013 0.16
H -1.86089 3.92465 0.56957 -0.113 0.226 -0.059 0.22
H -2.70329 1.31225 2.80590 -0.082 -0.042 -0.039 0.22
H -3.57557 1.57914 1.29388 -0.021 -0.049 0.076 0.22
H -2.92029 -0.55892 0.40777 -0.035 -0.030 0.034 0.22
H -3.35544 -0.89049 2.08664 -0.019 0.005 -0.047 0.23
```
Forces are in eV/Å.

Computed, not measured: C6H7FO in the gas phase, with the ωB97M-V functional and the def2-TZVPD basis.

energy above the lowest of the compared OMol25 structures with the same formula, charge and spin: 108.0 kJ/mol
SMILES string: C[C@@H]1C(=O)C=C[C@H]1F
highest occupied orbital energy: -9.87 eV
LUMO energy: 0.003 Eh

The geometry in XYZ format:
```
15
Properties=species:S:1:pos:R:3:forces:R:3:nbo_charge:R:1
C 0.36254 1.60509 -0.49688 -2.527 -1.167 0.036 -0.60
C -0.10712 0.44725 0.40035 -1.400 -2.006 -1.424 -0.32
C 1.09176 -0.33467 0.97901 -1.152 0.670 0.183 0.54
O 2.01235 0.20209 1.51721 1.023 0.341 0.424 -0.52
C 0.91111 -1.75966 0.75330 -2.193 0.460 -1.324 -0.27
C -0.14927 -2.02033 -0.00900 1.051 2.342 0.097 -0.13
C -0.94200 -0.82717 -0.35951 -1.046 2.598 0.306 0.17
F -2.23836 -1.06020 0.24371 1.025 0.487 -0.393 -0.39
H -0.06191 2.56232 -0.25064 -0.131 0.250 0.226 0.22
H 0.14444 1.38409 -1.52022 -0.132 -0.026 -0.763 0.21
H 1.36500 1.58471 -0.36555 3.320 0.735 0.123 0.22
H -0.70856 0.88102 1.19785 -0.139 -0.574 0.195 0.25
H 1.41323 -2.57880 1.08362 2.242 -1.632 1.242 0.22
H -0.36020 -2.94413 -0.40452 -0.771 -2.122 -0.571 0.21
H -1.21109 -0.62074 -1.46137 0.830 -0.354 1.643 0.19
```
Forces are in eV/Å.

Computed, not measured: a 2-piece molecular cluster, C4H7N2 overall, with the ωB97M-V functional and the def2-TZVPD basis.

energy above the lowest of the compared OMol25 structures with the same formula, charge and spin: 695.3 kJ/mol
charge: +1
highest occupied orbital energy: -12.89 eV
LUMO energy: -0.172 Eh

The geometry in XYZ format:
```
13
Properties=species:S:1:pos:R:3:forces:R:3:nbo_charge:R:1
C 1.35155 4.03457 1.97337 -1.992 -2.965 0.741 -0.39
C 1.44802 5.25567 1.63231 0.301 0.670 -0.184 0.19
C 0.58032 2.91017 2.20826 1.740 3.313 -1.141 -0.07
C 0.12254 2.15242 1.00345 -1.010 0.697 1.310 0.11
N 0.17084 0.90005 0.95107 0.557 -1.887 0.402 -0.65
N -0.08069 -1.55504 -1.53129 1.557 -2.212 1.421 -0.88
H 0.25507 2.70194 3.22353 0.075 -0.508 -0.090 0.25
H -0.44354 2.74801 0.25931 0.821 -0.358 0.057 0.21
H -0.76236 -1.64106 -0.77435 -0.342 1.209 -0.092 0.47
H 0.59462 0.46574 1.82464 -0.474 0.846 -1.265 0.35
H 0.57531 -0.78047 -1.43525 0.287 0.031 1.270 0.47
H -0.47002 -1.29973 -2.42274 -0.811 -1.128 -0.819 0.46
H 0.41331 -2.52733 -1.36329 -0.708 2.292 -1.611 0.48
```
Forces are in eV/Å.

Values for calculated total energy, eV, ordered as above
-196955.4862 -27519.7632 -9447.4842 -40087.1672 -11098.9110 -7228.5322